180
Properties=species:S:1:pos:R:3:lowdin_charge:R:1 method="wB97M-V/def2-TZVPD" gap_ev=8.03 mol_weight_g_mol=1294.0
C -3.31854 0.80569 2.76694 -0.180
O 5.21010 3.15693 3.31599 0.116
C 0.21674 3.69671 -0.85738 -0.189
H -3.81575 -6.90775 2.05565 0.020
H -0.12890 -3.98509 3.18549 0.087
H 4.09721 -6.95219 3.17596 0.040
H 2.21895 3.26927 -1.60641 0.081
O -4.64535 5.13929 2.12301 -0.063
O -3.93929 2.17863 -4.22239 -0.051
H 2.68251 3.38203 4.28015 0.133
O -8.57608 7.35795 -0.88545 -0.041
H 0.16380 -8.55652 3.78154 0.052
C 2.03014 -0.05456 1.87812 -0.142
H 0.30132 4.76111 -1.06256 0.115
H -7.86042 5.13116 0.04322 0.047
H 2.86506 0.05592 2.56095 0.099
H -1.32443 3.12225 1.10770 0.108
H 0.23848 -5.47752 9.79074 0.041
O 7.56648 1.92382 1.95716 -0.051
H -5.88720 8.03612 1.03631 0.050
H -2.54775 -5.65228 -1.52544 0.025
H -3.83595 -8.11720 2.97979 0.035
H -2.71546 3.85872 0.36760 0.101
H 3.35035 -3.80920 2.06484 0.046
N 3.47056 1.45492 0.45346 -0.060
O 0.86219 -8.63307 3.12355 -0.037
I 4.73062 -3.43800 -0.33979 0.991
O 3.69808 -4.08240 -7.84106 -0.058
H 0.94212 3.19402 -2.76178 0.096
H -5.78442 -1.33510 -0.24170 0.033
O 3.87893 0.79675 -10.53094 -0.071
H 4.77398 -0.02847 1.67297 0.052
H 1.86716 -3.60457 1.16237 0.096
O -0.03718 -5.55173 8.87276 -0.053
O -5.50020 7.39854 0.42832 -0.046
C 3.17585 2.79912 0.94158 -0.176
O 2.29883 5.47887 -4.23739 -0.070
H 4.47634 3.64334 -1.10813 0.093
C -1.99459 3.05232 0.25059 -0.189
O -3.58068 4.64520 -2.79993 -0.067
O -2.87337 -0.59957 -3.62085 -0.046
H 1.62831 5.81296 -3.63338 0.019
H -2.08604 -1.60381 -1.95285 0.023
H -2.27399 0.51680 2.66063 0.097
H 2.72928 -9.68694 3.03939 -0.013
H 5.12446 0.69857 -0.61010 0.105
O -3.26050 -7.41944 2.65340 -0.057
O 9.30039 2.69845 -0.62799 -0.065
H -1.33750 -1.66694 -0.62349 0.013
C 2.31879 3.02261 2.17606 -0.135
H 1.22134 0.57194 2.25237 0.118
H 7.83592 1.19521 2.52374 0.036
H 9.40687 2.79172 0.32445 0.024
H 2.22966 -1.24447 -4.75171 -0.005
O -6.96887 1.12499 1.99296 -0.046
C 5.03831 -1.00662 1.30522 -0.172
C 2.88771 2.59494 3.55823 -0.079
O -6.25999 0.42954 6.09157 -0.056
H -4.39877 -0.76008 3.79663 0.099
H 3.82429 0.03796 -9.93560 -0.012
O 3.71806 4.38782 -6.59011 -0.056
H 3.70120 2.54588 -4.04059 0.059
H 4.41431 -6.78681 -0.09656 0.001
H 3.81601 -4.99891 -8.10839 0.041
H -3.26970 0.03207 -3.00856 0.026
H 0.09632 -6.48089 8.65668 0.042
O 1.21049 -5.89071 6.05266 -0.055
H -1.33307 2.40110 -1.72416 0.100
H 5.07692 -1.69629 2.14931 0.074
H -3.46270 5.59160 -2.65776 0.062
O 4.69963 1.11390 4.09636 0.075
H 6.74220 2.24772 2.35116 -0.004
O 2.10948 -1.47154 -5.68202 -0.055
H 0.08780 -5.74029 3.33686 0.081
H 0.11268 1.14982 -2.05056 0.097
H 6.99226 1.92531 -1.19465 0.054
C 2.09156 -2.25136 2.81469 -0.147
H -6.84687 4.00860 0.25632 0.051
H -4.52956 6.08576 2.24342 0.023
H 6.75918 3.64900 -1.78916 0.057
C -3.66603 1.81528 1.66157 -0.185
O -7.00090 4.81109 -0.25755 -0.042
C -4.03286 -2.93879 2.50081 -0.221
H -3.22788 1.64327 -4.59224 0.034
O -0.92960 5.55701 -3.83494 -0.050
H -7.05312 6.01273 -2.57887 0.010
H -2.46700 -1.52116 2.07933 0.106
H 2.74515 3.42428 0.15789 0.089
O 1.78166 -4.70355 2.93292 -0.236
C 0.36668 -4.86046 2.76963 -0.059
H 2.37743 4.53664 -4.02157 -0.012
H 1.96343 -2.42311 -5.67657 0.043
C 4.33365 1.43644 -0.73464 -0.169
H 0.49667 -0.05757 -0.18012 0.049
C 2.28664 -3.62304 2.16842 -0.215
C 4.08655 -1.52963 0.28170 -0.790
H 3.11914 -5.83265 2.83836 -0.012
H -3.99468 4.58617 -3.67156 0.047
H 1.31700 2.61667 2.09885 0.084
H -3.55571 2.81026 2.08483 0.082
H -1.40748 6.09398 -4.47326 0.042
H 0.13218 -5.00872 1.71811 0.100
H 3.13100 1.33803 -10.27115 0.025
H 1.40899 -5.30068 5.31587 0.009
H 5.31379 1.23747 4.83087 0.128
O -5.48300 -1.05290 -1.11126 -0.046
H 1.41331 -2.33462 3.66608 0.129
H 3.84898 4.77110 -7.46051 0.040
H 3.21938 -1.37750 -7.46650 0.003
C -1.23853 3.26516 -1.07032 -0.176
C 4.36076 2.35829 3.61742 -0.489
H 1.79850 0.96669 -2.30552 0.055
O -4.05021 -3.96251 1.52866 -0.206
H 2.82116 2.71996 -5.26654 0.047
O 3.97361 -6.20627 2.57999 -0.060
H -1.34050 -6.56298 -1.72193 0.042
C 1.08175 1.41231 -1.62841 -0.202
C -2.77999 1.76106 0.39223 -0.189
H -4.71188 1.72864 1.39306 0.081
H -3.43160 -3.23170 3.36568 0.128
H -5.23201 -3.70792 -1.66111 0.023
H -5.04998 5.09908 1.24955 -0.003
H -4.97890 -4.33299 -0.29775 0.005
C -4.20471 -0.45151 2.76943 -0.191
H 1.20550 -7.73705 3.03856 0.021
H -2.00354 -4.00628 1.76265 0.071
H -9.23333 8.03728 -0.70313 0.053
O 4.26929 -7.07776 -1.00570 -0.081
H -3.63106 2.42561 -3.34130 0.012
C 2.43844 0.41782 0.43331 -0.377
H 3.64387 5.14077 -5.99114 0.019
O 1.55159 -1.38177 1.83853 -0.157
O -5.09662 -4.55853 -1.22986 -0.050
C 1.19075 2.93737 -1.73372 -0.209
H 4.20530 -6.26413 -1.51553 -0.017
H 9.29341 3.59994 -0.96162 0.034
H -3.41070 1.57990 -0.47798 0.102
H -7.71597 0.73416 1.52657 0.050
H -5.06179 -2.83622 2.83778 0.124
O -2.21686 -1.53868 -0.99608 -0.067
H -6.04135 4.90788 -2.36451 0.013
H -3.39686 1.31680 3.72430 0.100
H 2.38175 1.71541 3.93133 0.102
O -6.19526 5.70368 -2.88240 -0.065
H -6.24698 7.00967 -0.03933 -0.011
H -4.53387 -1.21688 -1.09038 -0.007
C -3.54739 -1.59292 1.97491 -0.176
H -5.14367 -0.22471 2.28007 0.076
H -7.83097 7.85112 -1.24942 0.041
H -3.77927 -1.49535 0.92219 0.080
C 1.10389 0.84480 -0.20693 -0.173
O 2.78162 2.67501 -4.29957 -0.047
O -1.59679 -5.70695 -1.36518 -0.059
H 0.65905 -5.36588 6.64624 0.014
H -2.11171 0.90637 0.49318 0.090
H 0.47761 3.58034 0.19386 0.072
H 3.70441 -10.37100 2.08620 0.031
H -3.62571 -0.95985 -4.10314 0.064
H 3.78515 1.11881 -1.62506 0.114
H -2.68404 -5.35908 0.87675 0.071
C 2.98984 -0.91950 -0.17604 -0.613
H 6.04778 -0.98180 0.90372 0.076
C -2.75815 -4.29181 1.02767 -0.098
H 2.17361 4.09853 2.21363 0.123
C 5.02563 2.71284 -1.09414 -0.162
H -7.36631 1.77701 2.58102 0.050
H -5.38466 0.31347 6.47261 0.034
C 6.32292 2.74719 -1.38899 0.026
H 3.06018 -1.90142 3.16236 0.115
H 0.58816 1.55718 0.43044 0.093
H -1.52988 4.82549 -3.63284 0.007
H -1.72673 4.08624 -1.56622 0.065
O 3.42064 -10.36002 3.00450 -0.066
I 1.82820 -1.94299 -1.61872 1.041
O 3.58035 -1.27799 -8.35711 -0.057
H 2.82563 -3.83617 -8.16427 0.036
H -6.11952 0.34831 5.14205 0.011
H 4.41174 -1.76166 -8.32148 0.043
H 4.12389 3.27705 1.17015 0.114
H -2.53809 -3.74363 0.11825 0.067

=====

52
Properties=species:S:1:pos:R:3:mulliken_spin:R:1 method="wB97M-V/def2-TZVPD" total_charge=+3 multiplicity=2 gap_ev="4.67 / 4.97" mol_weight_g_mol=873.8 relative_energy_kj_mol=0.0
H -3.21823 -4.35445 -1.56280 0.000
C 2.63630 1.29315 -1.81507 0.041
H 1.46692 0.82466 2.48610 -0.001
C -2.53696 -0.34464 -4.05188 0.004
C 4.00937 1.36762 -1.72179 0.003
H -2.54688 0.45901 -4.77886 0.000
C -1.58516 -2.16155 0.40630 0.005
C -2.80141 2.46407 3.49947 -0.015
C -2.94395 2.74573 2.14864 0.018
H -2.34903 -4.15436 0.74148 0.000
C -2.21991 1.99973 1.22596 0.014
C -3.12954 -2.57186 -3.46615 0.002
Cl 1.87901 0.34306 -3.00448 0.004
H -0.51327 -0.04846 3.37789 0.001
Re -0.02567 2.31231 -0.48397 0.986
C 1.84697 2.00678 -0.86983 -0.030
H -3.57914 -3.52994 -3.69607 0.000
C 3.04540 -0.59795 2.26838 0.004
H -2.41052 2.16270 0.16101 -0.002
C 4.62663 2.13911 -0.67960 0.033
C -3.08655 -1.59551 -4.40571 -0.002
C 1.54674 -1.70037 0.18939 -0.003
C -2.24477 -3.34372 0.03317 0.000
H 0.96522 -2.14383 -0.60930 0.000
H -3.37629 3.02528 4.22530 -0.001
H -1.84792 1.24549 4.99238 0.000
C 1.06590 -0.59290 0.89164 0.001
Cl 4.53253 3.77827 1.52964 0.000
C -1.42680 -1.09370 -0.45490 0.000
C 2.77636 -2.24960 0.52797 0.002
C 3.84782 2.86545 0.29556 -0.008
Cl 1.27937 3.50523 1.17061 -0.012
H 4.46322 -2.15618 1.84685 0.000
C -1.93559 1.45601 3.93385 -0.002
C -2.72184 -3.44884 -1.23392 0.001
P -0.45964 0.16984 0.35791 -0.079
C 2.52183 2.75056 0.12917 0.024
H -3.63447 3.51067 1.81788 0.000
H -3.48456 -1.74438 -5.40015 0.000
Cl 4.99460 0.54084 -2.81690 -0.001
C -1.33775 0.98533 1.66300 -0.035
C 3.51884 -1.70558 1.56766 -0.006
C -2.60368 -2.38217 -2.16009 -0.001
H -1.17707 -2.11398 1.41159 -0.001
C 1.82583 -0.03325 1.92849 0.006
H 3.14457 -3.11406 -0.00942 0.000
C -2.02897 -0.17633 -2.79701 -0.003
C -1.18641 0.72312 3.02682 0.002
I -1.48820 1.83242 -2.58666 0.029
Cl 6.26969 2.20377 -0.56745 0.019
H 3.61893 -0.19175 3.09310 0.000
C -1.98188 -1.16087 -1.77517 0.003

=====

58
Properties=species:S:1:pos:R:3:lowdin_charge:R:1 method="wB97M-V/def2-TZVPD" total_charge=+2 gap_ev=5.28 mol_weight_g_mol=692.9 relative_energy_kj_mol=13.4
C -0.99134 4.48696 -2.83001 -0.620
H -0.22020 1.54887 6.38736 0.116
C -0.10436 2.13395 4.32175 -0.064
C -4.41463 -1.59092 -0.76456 0.024
H 0.15879 -0.85527 5.96381 0.120
H 5.66039 -1.66917 -0.78579 0.128
C -0.06417 2.52642 -1.81286 -0.128
H 1.05666 4.31441 -2.35676 0.120
Cl -3.62705 4.73683 -3.51828 0.810
C -3.84165 -3.75503 -1.56427 -0.022
H 6.50161 0.67608 -0.56288 0.133
C 2.17787 2.28867 -0.97955 -0.353
H -5.10270 -0.87338 -0.34207 0.129
C -2.53406 2.64183 -2.33645 -0.013
C 0.85308 -3.15216 -1.28270 -0.466
H -3.51648 2.20144 -2.36718 0.127
H -4.07853 -4.78630 -1.78621 0.119
C -1.42469 1.89460 -1.78113 -0.149
C 0.09085 3.83844 -2.33639 -0.019
O -3.55354 0.99227 -0.31495 0.149
H 4.81093 2.54846 -0.64361 0.141
N 0.49671 -0.28353 1.57349 0.123
C -2.33567 3.87071 -2.83733 -0.638
Pd 0.65943 -0.13704 -0.89592 1.030
N -2.20123 -2.00570 -1.61138 0.106
S 1.05284 -4.65760 -0.53416 1.127
C 3.19154 1.19774 -0.88336 -0.172
H 3.25073 -2.06689 -1.03336 0.107
C 0.31389 -0.52497 3.82353 -0.173
C -2.78461 0.23703 -0.84323 -0.360
O 2.41309 3.44395 -0.78718 0.173
C 4.52455 1.50899 -0.72536 0.049
N -1.47414 0.73058 -1.22457 0.151
C 3.62383 -1.05907 -0.94227 -0.073
C 0.95554 -3.91067 0.99753 -0.294
C 0.78367 -2.56892 0.86619 -0.284
N 0.87214 1.78274 -1.29340 0.025
H 1.02567 -4.49157 1.90282 0.093
H -1.83441 -3.91735 -2.28422 0.101
C -0.07386 1.20014 5.37438 -0.058
C 5.44645 0.47199 -0.68176 0.011
C 0.62832 -1.54611 1.89675 -0.282
C -2.57443 -3.26065 -1.84312 -0.127
H -0.27372 3.17622 4.55453 0.113
H -5.78183 -3.24869 -0.78509 0.125
C -3.11975 -1.19747 -1.07776 -0.213
C -4.78258 -2.90336 -1.01158 -0.018
C 4.98343 -0.82673 -0.80120 0.002
C 0.07580 1.74835 3.01250 -0.013
C 0.28586 0.39054 2.76718 -0.218
N 2.73536 -0.06637 -0.98299 0.013
H 0.59112 -2.64264 3.70994 0.172
H 0.05273 2.46661 2.20280 0.108
Cl -0.80347 6.03011 -3.48415 0.847
N 0.74026 -2.15059 -0.45121 -0.128
C 0.13631 -0.14335 5.15002 0.001
H 0.82602 -3.03419 -2.35623 0.102
N 0.53766 -1.75921 3.23188 0.190